*a*
An isolated ion of composition C4H7N2 and charge +1. Source: the Open Molecules 2025 dataset; level of theory: ωB97M-V/def2-TZVPD.

Properties
- molecular weight (g/mol) = 83.1
- SMILES = Cc1c[nH]c[nH+]1
- charge = +1
- multiplicity = 1
- frontier orbital gap (eV) = 9.48
- E_HOMO (eV) = -13.933
- LUMO (eV) = -4.451

Each line ends with the natural charge from an NBO analysis.
CARTESIAN COORDINATES (ANGSTROEM)
C  -0.61237  -1.31398  -1.12653  0.234
H  1.25757  -2.27717  -1.06359  0.464
H  0.53204  1.07488  1.87727  0.243
H  -1.18535  -1.51456  -2.05978  0.272
C  0.03979  0.50396  0.11065  0.170
C  1.18019  -0.32081  -0.11639  -0.053
N  -1.09123  -0.29342  -0.30909  -0.474
N  0.72928  -1.44440  -0.79610  -0.468
H  0.34971  2.40815  0.85950  0.259
H  -1.27175  1.67783  1.77665  0.276
H  2.26540  -0.03001  0.24348  0.292
H  -2.05507  0.03930  -0.59315  0.456
C  -0.13819  1.49023  1.19707  -0.671

*b*
An isolated ion of composition C4H7N2 and charge +1. Source: the Open Molecules 2025 dataset; level of theory: ωB97M-V/def2-TZVPD.

Properties
- molecular weight (g/mol) = 83.1
- SMILES = C/[NH+]=C/CC#N
- charge = +1
- multiplicity = 1
- frontier orbital gap (eV) = 10.81
- E_HOMO (eV) = -16.390
- LUMO (eV) = -5.584

Each line ends with the natural charge from an NBO analysis.
CARTESIAN COORDINATES (ANGSTROEM)
C  1.46489  0.11941  0.92177  -0.573
H  -2.17597  0.74654  -1.08000  0.257
H  1.84864  -0.83152  1.26222  0.311
N  3.00271  0.34972  -1.20343  -0.182
H  -0.30089  1.44587  0.35697  0.254
H  1.71937  0.99486  1.66310  0.309
C  2.23909  0.33848  -0.35072  0.211
C  -1.94878  -0.25539  -0.66245  -0.455
H  -2.74376  -0.45706  0.10627  0.253
C  0.08907  0.41693  0.46213  0.311
N  -0.69224  -0.47208  -0.04944  -0.372
H  -0.50762  -1.41230  0.03343  0.427
H  -1.99451  -0.98346  -1.45985  0.251

*c*
An isolated ion of composition C4H7N2 and charge +1. Source: the Open Molecules 2025 dataset; level of theory: ωB97M-V/def2-TZVPD.

Properties
- molecular weight (g/mol) = 83.1
- SMILES = C=NC[N+]#CC
- charge = +1
- multiplicity = 1
- frontier orbital gap (eV) = 10.11
- E_HOMO (eV) = -14.391
- LUMO (eV) = -4.284

Each line ends with the natural charge from an NBO analysis.
CARTESIAN COORDINATES (ANGSTROEM)
H  -0.32528  0.67495  -1.58213  0.232
N  0.95617  0.44389  -0.06099  -0.203
H  -3.17907  1.43716  0.48989  0.218
N  -1.13437  1.55652  0.43230  -0.380
H  0.58579  -2.13922  0.85625  0.324
C  1.63585  -1.81036  0.55540  -0.792
H  2.08917  -2.53232  -0.41661  0.352
H  -2.24218  0.25064  -0.68024  0.149
H  2.12856  -2.01827  1.51804  0.328
H  0.46405  2.28865  -0.84763  0.266
C  -2.23665  1.09428  0.06341  -0.002
C  -0.05181  1.31292  -0.66538  -0.109
C  1.30977  -0.55884  0.33769  0.617

*d*
C4H7N2 as an isolated structure. Source: the Open Molecules 2025 dataset; level of theory: ωB97M-V/def2-TZVPD.

Properties
- molecular weight (g/mol) = 83.1
- charge = +1
- multiplicity = 1
- frontier orbital gap (eV) = 10.87
- E_HOMO (eV) = -15.291
- LUMO (eV) = -4.423

Each line ends with the natural charge from an NBO analysis.
CARTESIAN COORDINATES (ANGSTROEM)
N  1.72813  -0.07608  -0.43990  -0.528
H  1.78508  -0.37956  1.89723  0.270
C  -1.19023  -0.43844  -0.73851  -0.369
C  0.46814  0.42423  -0.77497  0.119
C  1.39982  -0.02324  0.88296  0.317
N  0.19776  0.52925  0.64569  -0.318
C  -1.26285  0.03400  0.81133  -0.231
H  -1.99180  0.85948  0.88498  0.259
H  0.38423  1.33770  -1.47070  0.253
H  -1.85599  0.21962  -1.49747  0.268
H  -1.18141  -1.60177  -0.80951  0.263
H  2.63928  -0.06569  -0.89321  0.454
H  -1.12018  -0.81950  1.50209  0.243

Which is most stable? The ranking, best first, is *a*, *b*, *c*, *d*.

*a*
A 14-piece molecular cluster, C5H39NO14 overall. Source: the Open Molecules 2025 dataset; level of theory: ωB97M-V/def2-TZVPD.

Properties
- molecular weight (g/mol) = 337.4
- multiplicity = 1
- frontier orbital gap (eV) = 9.65
- E_HOMO (eV) = -9.588
- LUMO (eV) = 0.060

Each line ends with the natural charge from an NBO analysis.
CARTESIAN COORDINATES (ANGSTROEM)
H  -3.65997  -0.54386  -0.26814  0.519
H  5.15332  0.49024  2.10192  0.462
H  0.85823  -0.63298  -2.59213  0.518
H  -2.13228  -1.60079  4.18421  0.226
O  0.72901  -0.03535  -1.85178  -1.022
O  1.65809  -2.37653  -3.64636  -0.980
H  -0.96894  0.14771  -0.89070  0.512
C  0.03702  3.32013  0.78913  -0.423
H  -3.08210  0.08316  -3.58384  0.529
O  -3.99644  -1.44108  -0.63480  -0.983
C  -0.97834  -0.41312  2.73720  0.072
H  0.47874  0.12050  -4.87591  0.499
O  1.95009  -2.16370  -0.93797  -1.013
H  0.84229  3.99189  1.01886  0.193
H  1.91659  -2.21671  -2.70294  0.484
O  -3.24852  -1.66216  -3.24829  -0.984
H  2.05103  -2.69897  -0.15188  0.513
O  2.86918  -2.98272  2.41356  -0.950
H  2.34830  1.41426  -3.59481  0.473
H  0.18415  3.23301  -0.27609  0.211
H  -0.91639  3.47273  1.29367  0.187
H  -2.13796  1.05090  -1.67468  0.515
H  -1.53231  -2.46036  2.79053  0.235
H  -3.76505  -1.79061  -2.41814  0.520
O  0.36653  0.78199  -4.19293  -0.983
O  -2.65598  0.93135  -3.14797  -0.996
H  0.37333  0.82517  -2.17342  0.528
C  0.41712  1.80480  2.76901  -0.240
O  2.29155  0.12181  0.68731  -1.017
H  0.20702  -0.74290  1.25547  0.483
O  4.57564  0.07156  2.73750  -0.958
H  3.77666  -2.87211  2.02799  0.484
H  0.15746  0.49057  4.35353  0.218
H  -0.20215  1.35968  0.90932  0.389
H  2.32527  -3.05682  -3.76748  0.474
O  -3.58697  1.45028  0.65251  -1.040
H  2.05391  1.06067  0.89430  0.508
O  -1.54015  0.91101  -0.88082  -1.030
H  -1.77911  0.31555  2.81911  0.181
N  0.51121  1.97312  1.28158  -0.674
H  1.41212  -1.36276  -0.94182  0.505
H  2.27993  0.18653  -0.27118  0.481
H  -0.57815  0.80096  -3.97020  0.489
H  1.15419  -0.34911  3.17725  0.199
C  0.27158  0.33817  3.25832  -0.423
H  2.39278  -2.16564  2.27290  0.470
C  -1.24284  -1.64701  3.52590  -0.661
H  -3.43518  1.48648  -3.19528  0.487
H  -0.35966  2.36124  3.33474  0.176
H  2.71061  0.32200  -2.64078  0.460
H  1.37245  2.22714  3.10519  0.201
H  -2.64131  1.11130  0.34076  0.513
H  -2.31101  -1.79831  -3.07526  0.482
H  3.76109  -0.06420  2.13293  0.487
O  2.95406  0.67495  -3.49062  -0.935
H  -3.57494  2.27326  1.12818  0.477
O  -0.74766  -0.54333  1.33989  -0.748
H  -0.43235  -2.06558  4.18745  0.221
H  -4.93481  -1.51741  -0.42400  0.483

*b*
A 15-piece molecular cluster, C5H39NO14 overall. Source: the Open Molecules 2025 dataset; level of theory: ωB97M-V/def2-TZVPD.

Properties
- molecular weight (g/mol) = 337.4
- multiplicity = 1
- frontier orbital gap (eV) = 8.73
- E_HOMO (eV) = -8.546
- LUMO (eV) = 0.188

Each line ends with the natural charge from an NBO analysis.
CARTESIAN COORDINATES (ANGSTROEM)
H  2.19635  0.08403  -1.84762  0.524
H  -0.41082  -0.77109  -2.39598  0.494
H  1.54044  3.15536  -0.89261  0.462
C  -0.75432  0.04735  2.84008  -0.047
H  2.89194  -5.09081  -0.35305  0.470
H  -1.61897  -1.18631  -3.30322  0.480
H  3.22477  0.33063  1.13303  0.510
O  3.79261  0.88452  -1.51454  -0.987
H  -3.08075  2.68078  -0.66490  0.519
C  -0.28039  0.71762  1.77733  0.142
C  -0.54502  -1.45082  3.09301  -0.647
H  -1.13239  3.87808  -1.29536  0.509
C  0.12338  0.10522  0.45825  -0.662
H  -0.54719  2.54325  2.59262  0.375
O  3.46484  1.28252  1.12862  -0.954
H  -0.27912  -1.61922  4.13802  0.213
O  -2.07964  4.03965  -1.35372  -0.976
O  -0.67161  -1.31625  -3.15721  -0.977
O  -4.58057  -0.26250  0.49493  -0.976
O  0.79556  -3.02660  -1.70196  -1.012
H  -2.31251  -1.42065  -1.32807  0.518
O  -1.75921  -2.23788  -1.06504  -0.998
H  -1.51545  -1.90338  2.88133  0.220
H  -0.66410  0.44399  -0.21743  0.215
H  -0.75799  1.58074  4.39771  0.206
H  0.18572  2.65033  1.14484  0.370
H  2.03295  -1.06944  1.74199  0.494
N  -0.51126  2.13033  1.66216  -0.860
O  2.38300  -1.61265  0.05940  -1.009
C  -1.40261  0.78589  4.02186  -0.653
O  2.66170  -0.91486  2.46550  -0.974
H  4.56981  0.33601  -1.74951  0.475
H  3.04786  -2.12051  0.51862  0.498
H  3.88121  1.04896  -0.54165  0.503
H  0.84514  -3.14250  -2.66821  0.505
H  -4.98241  -0.30444  1.37094  0.466
H  2.08558  -3.86002  -0.91581  0.490
H  0.31864  -1.80892  2.55836  0.220
O  -3.02952  1.90709  -0.07444  -1.023
H  -2.25793  4.24372  -2.29930  0.484
H  2.01800  -2.15894  -0.65839  0.513
H  0.07477  -0.96265  0.62506  0.231
O  0.94952  3.04552  -1.65736  -0.993
H  -3.89584  0.41847  0.51057  0.494
O  2.96978  -4.23386  -0.73700  -0.990
H  -2.16204  2.00101  0.38043  0.507
H  2.13585  -0.46942  3.17815  0.480
H  -2.02338  -2.34646  -0.14407  0.473
H  -0.16372  -2.89371  -1.50672  0.537
O  -3.15557  -0.06158  -2.06222  -0.988
O  1.32137  0.40205  -2.15369  -1.002
H  -2.31967  1.22422  3.62062  0.220
H  0.82869  2.04741  -1.72656  0.509
H  1.09928  0.31841  0.05840  0.229
H  2.68459  1.75130  1.29131  0.464
H  -4.03441  -0.01513  -2.46879  0.488
H  1.42491  0.50196  -3.13565  0.493
H  -1.57458  -0.00187  4.74675  0.221
H  -3.17238  0.70160  -1.45707  0.507

Which is most stable? The ranking, best first, is *b*, *a*.

*a*
One molecule with the formula H2N2O3S. Source: the Open Molecules 2025 dataset; level of theory: ωB97M-V/def2-TZVPD.

Properties
- molecular weight (g/mol) = 110.1
- multiplicity = 1
- frontier orbital gap (alpha / beta) (eV) = 7.01 / 7.01
- E_HOMO (alpha / beta) (eV) = -10.442 / -10.441
- LUMO (alpha / beta) (eV) = -3.429 / -3.428

Each line ends with the natural charge from an NBO analysis.
CARTESIAN COORDINATES (ANGSTROEM)
O  -1.70370  0.55583  0.58454  -0.871
O  -0.71234  -2.11951  -0.03186  -0.112
H  1.07111  -1.20980  -0.35119  0.406
S  -0.41460  0.49384  0.03634  2.265
H  1.17720  1.67910  0.31463  0.353
O  -0.12495  0.52987  -1.45754  -0.863
N  0.60543  1.27154  0.91565  -1.091
N  0.10185  -1.20087  -0.01058  -0.086

*b*
A 2-piece molecular cluster, H2N2O3S overall. Source: the Open Molecules 2025 dataset; level of theory: ωB97M-V/def2-TZVPD.

Properties
- molecular weight (g/mol) = 110.1
- multiplicity = 1
- frontier orbital gap (eV) = 8.71
- E_HOMO (eV) = -10.022
- LUMO (eV) = -1.314

Each line ends with the natural charge from an NBO analysis.
CARTESIAN COORDINATES (ANGSTROEM)
S  -1.69074  -1.22438  1.00286  1.641
H  0.01038  -0.05209  -0.76150  0.377
N  0.55739  0.46198  -0.14865  0.030
O  1.55067  1.17133  -0.97279  -0.632
N  0.34628  0.67622  0.99717  -0.206
O  -2.24374  -0.51417  -0.13725  -0.856
O  -0.73530  -2.25663  0.49770  -0.841
H  2.20505  1.73773  -0.47753  0.487

Which is most stable? The ranking, best first, is *b*, *a*.

*a*
One molecule with the formula H2N2O3S. Source: the Open Molecules 2025 dataset; level of theory: ωB97M-V/def2-TZVPD.

Properties
- molecular weight (g/mol) = 110.1
- multiplicity = 1
- frontier orbital gap (eV) = 9.48
- E_HOMO (eV) = -9.904
- LUMO (eV) = -0.429

Each line ends with the natural charge from an NBO analysis.
CARTESIAN COORDINATES (ANGSTROEM)
O  0.78990  -1.39333  -0.71818  -0.367
H  -2.25389  0.47561  0.77556  0.427
S  0.21051  0.93604  0.44989  1.431
O  2.36211  -0.92994  0.70874  -0.344
N  1.28501  -0.79325  0.20186  0.390
H  -1.46249  -0.02348  -0.77551  0.415
N  -1.38435  0.22691  0.20724  -1.074
O  0.45320  1.50144  -0.84960  -0.878

*b*
A 2-piece molecular cluster, H2N2O3S overall. Source: the Open Molecules 2025 dataset; level of theory: ωB97M-V/def2-TZVPD.

Properties
- molecular weight (g/mol) = 110.1
- multiplicity = 1
- frontier orbital gap (alpha / beta) (eV) = 8.45 / 8.61
- E_HOMO (alpha / beta) (eV) = -9.040 / -9.170
- LUMO (alpha / beta) (eV) = -0.592 / -0.563

Each line ends with the natural charge from an NBO analysis.
CARTESIAN COORDINATES (ANGSTROEM)
O  2.32233  -1.10381  -2.51791  -0.330
O  -0.27401  0.80104  -1.09824  -0.389
O  1.73108  0.99311  -2.39810  -0.326
H  0.82295  2.54591  0.01819  0.154
N  -0.33535  -0.34791  -1.63161  -0.203
N  1.60157  -0.18055  -2.36637  0.541
S  0.49605  1.23194  0.44497  0.216
H  -0.19177  -1.28830  -1.03157  0.336

*c*
H2N2O3S as an isolated structure. Source: the Open Molecules 2025 dataset; level of theory: ωB97M-V/def2-TZVPD.

Properties
- molecular weight (g/mol) = 110.1
- multiplicity = 1
- frontier orbital gap (eV) = 9.35
- E_HOMO (eV) = -10.501
- LUMO (eV) = -1.154

Each line ends with the natural charge from an NBO analysis.
CARTESIAN COORDINATES (ANGSTROEM)
H  1.75556  -0.78037  0.66181  0.356
O  -1.79500  0.09425  0.93714  -0.865
N  1.32061  -0.01277  0.20464  -0.725
H  1.89115  0.78716  0.14746  0.398
N  0.13574  -0.69336  -0.57902  0.260
O  0.03227  -1.83235  -0.28122  -0.249
O  -1.51449  1.90494  -0.68663  -0.864
S  -1.82585  0.53250  -0.40419  1.689

Which is most stable? The ranking, best first, is *c*, *a*, *b*.